(1)
Formula: C3H9NO
Source: the Open Molecules 2025 dataset
Level of theory: wB97M-V/def2-TZVPD

```
! wB97M-V def2-TZVPD RIJCOSX def2/J DEFGRID3
* xyz 0 1
N -2.3498 0.0144 -0.4375
C -1.1172 0.1247 0.3095
C 0.3343 -0.1368 -0.4767
C 1.5039 0.1818 0.5214
O 2.6345 -0.3713 -0.2326
H -2.2999 0.1926 -1.4511
H -3.2354 0.4420 -0.2044
H -1.1410 -0.4978 1.1961
H -1.0617 1.1841 0.6749
H 0.4765 -1.2789 -0.8214
H 0.4182 0.5806 -1.2526
H 1.7374 1.2241 0.6985
H 1.3519 -0.3338 1.5033
H 2.7483 -1.3256 -0.0274
*
```

Calculated values
relative energy (zero: lowest compared OMol25 entry of this formula, charge and spin)	45.8	kcal per mole
HOMO	-8.81	eV
largest force on an atom	3.84	eV/Å
frontier orbital gap	9.8	eV
molecular weight	75.1	g mol⁻¹
LUMO level	1.03	eV

=====

(2)
Formula: C9H21NO2P
Source: the Open Molecules 2025 dataset
Level of theory: wB97M-V/def2-TZVPD

```
! wB97M-V def2-TZVPD RIJCOSX def2/J DEFGRID3
* xyz 1 1
C -2.4590 -0.1843 1.4982
C -3.3974 0.7681 2.2218
C -2.7602 -0.4529 2.7811
C 3.3070 0.5453 -3.0295
C -0.4003 -2.8719 1.1769
C -0.4318 2.0711 -0.4823
C 3.1122 -0.2640 -1.7198
C 0.5746 -1.8241 0.6875
C -1.6944 1.2875 -0.6233
N 0.0304 1.9247 0.9066
O 1.7923 -0.8170 -1.7939
O -0.2312 -0.6293 0.5168
P -1.7903 -0.5495 -0.0204
H -3.0797 1.7402 2.5651
H -4.5221 0.6911 2.0788
H -2.7686 -1.1966 3.5622
H 1.9020 -1.5281 -2.4964
H 2.9184 1.5309 -2.8397
H 4.3282 0.4960 -3.2975
H 2.6938 0.1533 -3.8723
H -1.3107 -2.7312 0.6615
H 0.0723 -3.9560 0.9810
H -0.6171 -2.8500 2.1767
H 0.2721 1.5179 -1.1583
H -0.6593 3.1843 -0.7938
H 3.0211 0.4231 -0.8037
H 3.6839 -1.1429 -1.6935
H 1.0369 -2.1789 -0.2782
H 1.3047 -1.5532 1.3918
H -1.8414 1.2891 -1.7162
H -2.4103 1.7967 -0.0126
H 0.9443 2.3789 1.0792
H 0.0557 0.7716 0.7801
H -0.6762 2.1598 1.5660
*
```

Calculated values
relative energy (zero: lowest compared OMol25 entry of this formula, charge and spin)	72.9	kcal per mole
HOMO	-12.03	eV
largest force on an atom	5.14	eV/Å
frontier orbital gap	9.1	eV
molecular weight	206.2	g mol⁻¹
LUMO level	-2.90	eV

=====

(3)
Formula: C20H27FeN4Se3Te2
Source: the Open Molecules 2025 dataset
Level of theory: wB97M-V/def2-TZVPD

```
! wB97M-V def2-TZVPD RIJCOSX def2/J DEFGRID3
* xyz -1 5
Fe 5.7762 17.1962 14.3981
N 7.1175 15.8049 13.6411
C 8.1856 15.3579 14.5963
C 7.6168 15.1471 16.0041
N 6.7622 16.2591 16.2870
C 5.7585 16.0589 17.3784
C 4.4845 15.4820 16.7360
N 4.1336 16.3730 15.5794
H 6.6201 15.0503 13.2384
H 7.5194 16.2978 12.8526
H 9.0361 16.0469 14.5722
H 8.5314 14.4010 14.1677
H 8.4872 15.0139 16.6689
H 7.1308 14.1544 16.0834
H 7.4103 16.9990 16.7017
H 5.3892 17.0689 17.7524
H 6.1719 15.4598 18.2215
H 3.6548 15.4558 17.4168
H 4.6378 14.4757 16.3012
H 3.9748 17.3395 16.0191
H 3.2308 16.0835 15.1495
Se 4.6822 19.7594 14.4041
Se 4.0284 19.7059 16.6353
Te 8.6667 18.7654 16.1033
Se 7.2994 19.1946 13.9976
C 4.5324 16.7498 12.7911
C 5.1838 16.6417 11.4556
C 5.4818 17.7123 10.5916
C 5.9680 17.4915 9.2651
C 6.4298 16.2243 8.9000
C 6.1317 15.1474 9.7752
C 5.5071 15.3344 11.0065
C 7.3898 15.8958 7.9442
N 8.1027 15.4654 7.1320
H 4.2069 15.8022 13.1662
H 3.7840 17.5636 12.8444
H 5.1398 18.6812 10.9357
H 6.0932 18.2575 8.4883
H 6.4645 14.1403 9.4903
H 5.2116 14.5369 11.6403
C 4.4730 9.9203 13.0940
Te 5.2908 11.9286 13.5122
C 7.0169 10.7145 13.9497
C 6.7598 9.2831 13.8170
C 7.6540 8.3237 14.3158
C 7.2718 7.0223 14.5118
C 6.0267 6.5523 14.1016
C 5.1855 7.5100 13.5231
C 5.4743 8.8643 13.4803
H 4.2186 9.8611 12.0309
H 3.5233 9.7851 13.6361
H 7.4097 10.9600 14.9739
H 7.8343 11.0570 13.2377
H 8.6659 8.5804 14.5927
H 7.9636 6.3484 14.8715
H 5.7049 5.5792 14.3651
H 4.2612 7.1735 13.1341
*
```

Calculated values
relative energy (zero: lowest compared OMol25 entry of this formula, charge and spin)	0.0	kcal per mole
HOMO (spin up / spin down)	-3.55 / -3.97	eV
largest force on an atom	3.49	eV/Å
frontier orbital gap (spin up / spin down)	5.1 / 5.5	eV
molecular weight	871.4	g mol⁻¹
LUMO level (spin up / spin down)	1.51 / 1.51	eV
<S²>	6.05

=====

(4)
Formula: C50H47BrInN11O4
Source: the Open Molecules 2025 dataset
Level of theory: wB97M-V/def2-TZVPD

```
! wB97M-V def2-TZVPD RIJCOSX def2/J DEFGRID3
* xyz 2 1
In 1.6408 0.6568 0.3829
C 4.5217 0.8075 -1.8281
C 3.8927 2.1556 -1.6784
C 4.1356 3.1636 -2.6089
C 3.5045 4.3824 -2.4754
C 2.6767 4.5994 -1.3829
C 2.5114 3.5698 -0.4769
N 3.0777 2.3644 -0.6379
C 1.7388 3.7362 0.7822
C 1.3815 4.9766 1.2801
C 0.7451 5.0405 2.5050
C 0.5338 3.8782 3.2268
C 0.9285 2.6678 2.6806
N 1.4777 2.6151 1.4626
C 0.8043 1.3750 3.4113
C 0.3372 1.3209 4.7115
C 0.2136 0.0830 5.3214
C 0.5623 -1.0460 4.6133
C 1.0471 -0.9253 3.3129
C 1.4282 -2.1700 2.5697
N 1.1694 0.2772 2.7337
H 5.5545 0.9041 -2.1601
H 3.9911 0.2151 -2.5770
H 4.4987 0.2840 -0.8778
H 4.8127 2.9750 -3.4307
H 3.6589 5.1651 -3.2059
H 2.1668 5.5426 -1.2558
H 1.6017 5.8779 0.7303
H 0.4388 5.9947 2.9101
H 0.0721 3.9275 4.2006
H 0.0771 2.2170 5.2530
H -0.1566 0.0089 6.3349
H 0.4644 -2.0299 5.0514
H 2.3171 -2.6104 3.0266
H 1.6279 -1.9970 1.5176
H 0.6286 -2.9067 2.6501
Br -5.2116 -0.8810 -3.1354
C -3.6094 -1.1593 -4.1030
C -2.7218 -2.1409 -3.6816
C -1.5492 -2.3473 -4.3885
C -1.2757 -1.5811 -5.5187
C -2.2040 -0.6519 -5.9655
C -3.3662 -0.4158 -5.2457
N -0.1322 -1.7741 -6.3761
N 1.0153 -1.8935 -5.9332
C 1.2925 -1.6471 -4.5472
C 1.9137 -2.6259 -3.8259
C 2.1373 -2.4873 -2.4419
C 1.7677 -1.3432 -1.7778
O 1.8806 -1.2090 -0.4643
C 1.2498 -0.2583 -2.5513
N 1.0297 0.9135 -1.8911
C 0.6340 1.9644 -2.5770
C 0.4074 1.9286 -3.9591
C 0.5968 0.7551 -4.6337
C 1.0252 -0.3929 -3.9344
H -2.9566 -2.7513 -2.8211
H -0.8718 -3.1303 -4.0787
H -2.0099 -0.1187 -6.8871
H -4.0901 0.3078 -5.5924
H 2.1818 -3.5469 -4.3273
H 2.5752 -3.3015 -1.8800
H 0.5236 2.8918 -2.0349
H 0.1048 2.8296 -4.4743
H 0.4530 0.7116 -5.7047
N -5.3587 -1.5417 2.3990
C -6.2730 -2.5580 2.5937
C -7.5531 -2.5764 3.1456
C -8.1861 -3.7989 3.1740
C -7.5746 -4.9658 2.6721
C -6.3134 -4.9376 2.1261
C -5.6539 -3.7051 2.0850
N -4.4032 -3.3901 1.5879
C -4.2702 -2.1087 1.7907
C -3.0654 -1.3728 1.4088
C -2.7767 -0.0825 1.8472
C -1.5996 0.5170 1.4525
N -0.6950 -0.0764 0.6615
C -0.9852 -1.3152 0.2282
C -2.1385 -1.9865 0.5728
H -5.5056 -0.5693 2.6036
H -8.0270 -1.6851 3.5327
H -9.1806 -3.8682 3.5924
H -8.1162 -5.8999 2.7198
H -5.8387 -5.8280 1.7387
H -3.4435 0.4581 2.5052
H -1.3679 1.5215 1.7829
H -0.2518 -1.7777 -0.4104
H -2.3293 -2.9872 0.2127
C 4.6336 0.0843 3.8645
N 4.8405 -0.9806 2.8894
C 5.6656 -2.1080 3.3156
C 4.3086 -0.9035 1.6705
C 4.6245 -2.0086 0.7037
O 3.5994 0.0854 1.3655
H 5.5844 0.3201 4.3400
H 3.9269 -0.2326 4.6342
H 4.2504 0.9662 3.3637
H 5.6978 -2.1121 4.4023
H 6.6867 -2.0218 2.9420
H 5.2428 -3.0542 2.9844
H 5.6805 -2.2713 0.7405
H 4.3471 -1.7083 -0.2986
H 4.0434 -2.8982 0.9542
N -2.7919 1.9415 -1.9391
C -2.7016 3.3976 -1.8385
C -1.5589 3.7859 -0.9117
O -1.1212 4.8941 -0.7829
O -1.0439 2.7365 -0.2510
H -2.4538 1.5961 -2.8296
H -3.7407 1.6048 -1.8357
H -1.5342 1.9576 -0.6226
H -3.6126 3.8193 -1.4120
H -2.5387 3.9022 -2.7916
*
```

Calculated values
relative energy (zero: lowest compared OMol25 entry of this formula, charge and spin)	0.0	kcal per mole
HOMO	-12.12	eV
largest force on an atom	0.41	eV/Å
frontier orbital gap	6.6	eV
molecular weight	1060.7	g mol⁻¹
LUMO level	-5.48	eV

=====

(5)
Formula: C31H37N9O2PTi
Source: the Open Molecules 2025 dataset
Level of theory: wB97M-V/def2-TZVPD

```
! wB97M-V def2-TZVPD RIJCOSX def2/J DEFGRID3
* xyz 2 2
Ti -0.0977 -0.1680 0.1917
N 1.9723 -2.2602 -0.3115
C 3.1402 -1.7313 -1.0338
C 2.7658 -0.5676 -1.9262
N 2.1282 0.5606 -1.2146
C 1.6497 1.5372 -2.2073
C 0.6558 2.4922 -1.5939
N -0.5068 1.7090 -1.1136
C 3.0936 1.2080 -0.2962
C 2.5411 1.4165 1.1021
N 1.7748 0.2161 1.4779
H 2.2782 -3.0370 0.2695
H 1.3192 -2.6509 -0.9885
H 3.6084 -2.4919 -1.6680
H 3.8953 -1.4530 -0.2938
H 2.0542 -0.9033 -2.6849
H 3.6696 -0.2256 -2.4478
H 1.1744 0.9863 -3.0237
H 2.4882 2.1007 -2.6357
H 0.3415 3.2412 -2.3266
H 1.0847 3.0289 -0.7444
H -0.9938 1.3738 -1.9488
H -1.1931 2.3211 -0.6692
H 3.4275 2.1654 -0.7085
H 3.9874 0.5864 -0.2277
H 1.8617 2.2720 1.1521
H 3.3590 1.6087 1.8018
H 1.5982 0.2151 2.4813
H 2.3268 -0.6229 1.2912
O -0.1738 -0.8983 -3.4531
C -0.9403 -1.0703 -2.5398
O -0.5323 -1.2652 -1.2787
C -2.4306 -1.0667 -2.6953
C -2.9105 -1.4288 -3.9538
C -4.2695 -1.4687 -4.2057
C -5.1656 -1.1235 -3.2026
C -4.6955 -0.7410 -1.9584
C -3.3267 -0.7042 -1.6828
P -2.8606 -0.1963 0.0136
C -3.6799 1.4196 0.2232
C -3.8612 1.9912 1.4858
C -4.3840 3.2681 1.6229
C -4.6996 4.0197 0.4992
C -4.4838 3.4845 -0.7606
C -3.9824 2.1970 -0.8977
C -3.7658 -1.4583 0.9787
C -4.6945 -1.2041 1.9862
C -5.3352 -2.2515 2.6355
C -5.0748 -3.5637 2.2733
C -4.1783 -3.8270 1.2475
C -3.5239 -2.7848 0.6129
H -2.1991 -1.6871 -4.7255
H -4.6330 -1.7680 -5.1779
H -6.2296 -1.1525 -3.3892
H -5.4056 -0.4687 -1.1877
H -3.5992 1.4491 2.3853
H -4.5556 3.6699 2.6121
H -5.1163 5.0110 0.6070
H -4.7280 4.0588 -1.6429
H -3.8629 1.7914 -1.8948
H -4.9714 -0.1972 2.2538
H -6.0570 -2.0338 3.4094
H -5.5858 -4.3761 2.7701
H -3.9973 -4.8447 0.9319
H -2.8532 -3.0093 -0.2114
N -1.3560 2.6551 3.4573
C -0.9089 2.6213 2.2018
N -0.7120 1.3582 1.8415
C -1.0867 0.6643 2.9544
N -1.4856 1.4077 3.9564
C -1.0348 -0.8153 2.9784
C -1.4664 -1.5643 4.0561
N -1.4055 -2.8962 4.0368
C -0.9290 -3.4673 2.9430
C -0.5044 -2.7254 1.8378
N -0.5522 -1.3965 1.8693
H -1.5949 3.4629 4.0146
H -0.7442 3.5027 1.6061
H -1.8595 -1.0825 4.9402
H -0.8823 -4.5480 2.9040
H -0.1406 -3.1974 0.9345
*
```

Calculated values
relative energy (zero: lowest compared OMol25 entry of this formula, charge and spin)	10.7	kcal per mole
HOMO (spin up / spin down)	-13.62 / -13.78	eV
largest force on an atom	1.49	eV/Å
frontier orbital gap (spin up / spin down)	7.6 / 7.7	eV
molecular weight	646.5	g mol⁻¹
LUMO level (spin up / spin down)	-6.01 / -6.10	eV
<S²>	0.75

=====

(6)
Formula: C5H8Cl8
Source: the Open Molecules 2025 dataset
Level of theory: wB97M-V/def2-TZVPD

```
! wB97M-V def2-TZVPD RIJCOSX def2/J DEFGRID3
* xyz 0 1
Cl 0.9923 1.3259 0.5341
C -0.0849 -0.0580 0.3849
Cl -0.3785 -0.4092 -1.3138
Cl 0.6661 -1.4617 1.1376
Cl -1.6099 0.2976 1.1809
Cl -0.0888 4.5284 3.0201
C -0.4849 3.7083 4.5750
C -0.4844 2.2106 4.4152
Cl 1.0593 1.5586 3.8546
H -1.4854 4.0545 4.8159
H 0.2501 4.0472 5.2974
H -1.2705 1.9007 3.7278
H -0.7070 1.7428 5.3751
Cl 1.1618 -3.3861 -6.5413
C 0.7782 -2.4075 -5.0819
C -0.0009 -3.2334 -4.0797
Cl 0.9949 -4.5420 -3.4098
H 0.1461 -1.6079 -5.4583
H 1.7219 -2.0613 -4.6768
H -0.9200 -3.5802 -4.5450
H -0.2554 -2.6272 -3.2118
*
```

Calculated values
relative energy (zero: lowest compared OMol25 entry of this formula, charge and spin)	0.0	kcal per mole
HOMO	-10.71	eV
largest force on an atom	0.66	eV/Å
frontier orbital gap	10.9	eV
molecular weight	351.7	g mol⁻¹
LUMO level	0.22	eV

=====

(7)
Formula: C5H13NO2
Source: the Open Molecules 2025 dataset
Level of theory: wB97M-V/def2-TZVPD

```
! wB97M-V def2-TZVPD RIJCOSX def2/J DEFGRID3
* xyz 0 1
C -2.2647 -0.1521 -0.6306
C -1.6270 -0.8312 0.3161
C -1.1126 -2.2224 0.1890
O -1.3860 -0.2162 1.5282
H -2.4188 -0.6214 -1.5908
H -2.6238 0.8529 -0.4742
H -1.3008 -2.6063 -0.8081
H -0.0392 -2.2416 0.3841
H -1.6061 -2.8915 0.9002
H -1.1559 -0.8948 2.1733
C 2.3614 -0.0262 -1.6515
N 1.6821 0.1846 -0.3818
C 1.0724 1.5028 -0.3082
O 0.7353 1.7918 1.0285
H 1.6105 -0.1081 -2.4382
H 2.9207 -0.9589 -1.6290
H 3.0574 0.7818 -1.9097
H 2.3439 0.1421 0.3862
H 1.7497 2.3032 -0.6341
H 0.1874 1.5097 -0.9521
H -0.0051 1.1905 1.2344
*
```

Calculated values
relative energy (zero: lowest compared OMol25 entry of this formula, charge and spin)	44.0	kcal per mole
HOMO	-8.97	eV
largest force on an atom	0.63	eV/Å
frontier orbital gap	9.8	eV
molecular weight	119.2	g mol⁻¹
LUMO level	0.80	eV

=====

(8)
Formula: C8H13N4
Source: the Open Molecules 2025 dataset
Level of theory: wB97M-V/def2-TZVPD

```
! wB97M-V def2-TZVPD RIJCOSX def2/J DEFGRID3
* xyz 1 1
N -0.2356 1.2029 2.3105
C 0.2961 1.4968 1.0827
N 0.0683 2.7408 0.4805
N 0.7484 2.8740 -0.6559
C 1.3427 1.6990 -0.8480
C 1.0716 0.8080 0.2467
C 1.6140 -0.5682 0.3464
N 0.8110 -1.4330 -0.6528
C 0.1960 -0.9427 -1.8650
C -0.5763 -1.1714 -0.6540
C -1.8421 -1.9725 -0.4463
C -1.6124 -0.6076 0.2614
H -0.1661 0.1919 2.5690
H -1.0693 1.6209 2.6826
H -0.4745 3.4951 0.9097
H 1.9975 1.6128 -1.7105
H 2.6245 -0.6823 0.0660
H 1.2909 -0.9671 1.3448
H 1.1380 -2.4125 -0.5859
H 0.3708 0.0311 -2.2379
H 0.0183 -1.6499 -2.6512
H -1.8235 -2.8747 0.2048
H -2.4762 -2.0856 -1.4530
H -2.0055 0.3219 -0.0399
H -1.3066 -0.7278 1.2953
*
```

Calculated values
relative energy (zero: lowest compared OMol25 entry of this formula, charge and spin)	92.6	kcal per mole
HOMO	-11.94	eV
largest force on an atom	3.75	eV/Å
frontier orbital gap	8.9	eV
molecular weight	165.2	g mol⁻¹
LUMO level	-3.03	eV